DFT (wB97M-V/def2-TZVPD) results for one molecule with the formula C2H4N2O4 in a non-equilibrium geometry.

Values from the calculation:
Kohn-Sham gap in eV: 10.63
E_tot in eV: -13306.2741
Molecular weight in g/mol: 120.06

Element x y z (Å)
N1 -1.509 -0.979 0.198
C1 -0.832 0.168 0.318
O1 -1.207 1.125 1.036
C2 0.404 0.419 -0.529
O2 0.775 1.690 -0.607
N2 1.483 -0.374 0.099
O3 1.229 -1.586 0.192
O4 2.512 0.173 0.469
H1 -1.175 -1.577 -0.508
H2 -2.441 -1.009 0.600
H3 0.205 -0.111 -1.500
H4 0.556 2.061 0.232

***

DFT (wB97M-V/def2-TZVPD) results for a 2-piece molecular cluster, C9H15N3OS overall in a non-equilibrium geometry.

Values from the calculation:
Kohn-Sham gap (alpha / beta) in eV: 7.68 / 7.68
E_tot in eV: -26925.1683
Molecular weight in g/mol: 213.31

Element x y z (Å)
C1 -4.173 1.298 -0.584
C2 -2.963 0.507 0.937
C3 0.292 1.273 -0.081
C4 2.047 -0.299 -0.852
C5 1.775 0.154 1.620
C6 2.775 1.958 0.176
C7 -0.521 -3.288 -0.609
C8 -1.302 -0.524 -0.558
C9 1.739 0.809 0.132
N1 -4.022 1.219 0.752
N2 -3.142 0.779 -1.201
N3 -2.437 0.173 -0.243
O1 -0.220 2.330 -0.001
S1 -0.942 -1.954 0.527
H1 -4.827 1.984 -1.003
H2 -2.541 0.177 1.884
H3 2.962 -0.571 -0.749
H4 1.359 -1.086 -0.707
H5 1.837 0.023 -1.947
H6 1.303 -0.834 1.635
H7 2.847 0.120 1.902
H8 1.259 0.815 2.312
H9 3.779 1.674 -0.405
H10 3.073 2.059 1.193
H11 2.423 2.893 -0.189
H12 0.596 -3.476 -0.619
H13 -0.836 -3.222 -1.643
H14 -1.057 -4.148 -0.123
H15 -1.084 -0.843 -1.556

***

DFT (wB97M-V/def2-TZVPD) results for a 2-piece molecular cluster, C2H4NO overall in a non-equilibrium geometry.

Values from the calculation:
Kohn-Sham gap (alpha / beta) in eV: 7.62 / 7.62
E_tot in eV: -5671.5243
Total charge: -1
Molecular weight in g/mol: 58.06

Element x y z (Å)
C1 -0.207 0.062 0.652
C2 -0.682 -0.174 -0.696
N1 -0.475 -1.186 0.284
O1 1.964 0.519 0.088
H1 1.359 0.272 0.621
H2 -0.629 0.590 1.501
H3 -1.583 -0.028 -1.232
H4 0.254 -0.055 -1.219

***

DFT (wB97M-V/def2-TZVPD) results for a 15-piece molecular cluster, C5H39NO14 overall in a non-equilibrium geometry.

Values from the calculation:
Kohn-Sham gap in eV: 9.30
E_tot in eV: -35972.4733
Molecular weight in g/mol: 337.36

Element x y z (Å)
C1 0.542 -0.208 -0.189
C2 -0.420 0.712 -0.935
C3 0.159 2.116 -0.979
C4 0.641 2.765 -2.032
C5 0.546 2.664 0.377
N1 0.590 -1.558 -0.904
H1 1.584 0.061 -0.047
H2 -0.006 -0.491 0.762
H3 -0.667 0.318 -1.919
H4 -1.334 0.814 -0.289
H5 1.240 3.665 -2.146
H6 0.269 2.487 -3.048
H7 1.262 1.974 0.859
H8 -0.246 2.946 1.064
H9 1.193 3.544 0.282
H10 1.448 -1.690 -1.456
H11 0.578 -2.260 -0.163
H12 0.186 -4.435 1.248
H13 0.683 -3.052 1.665
O1 -0.117 -3.528 1.369
H14 -3.074 2.835 1.448
H15 -2.320 4.164 1.853
O2 -2.427 3.228 2.038
H16 -4.051 -1.385 1.305
H17 -2.813 -1.289 0.497
O3 -3.751 -1.100 0.434
H18 3.786 0.761 0.638
H19 3.164 -0.332 1.485
O4 3.580 0.538 1.560
H20 -0.382 -0.653 -3.838
H21 -1.354 0.250 -4.681
O5 -0.522 0.221 -4.211
H22 -2.400 1.165 3.393
H23 -1.332 0.694 2.363
O6 -1.657 0.566 3.255
H24 -0.753 -1.986 -2.117
H25 -2.039 -2.622 -2.820
O7 -1.163 -2.255 -2.988
H26 -3.120 1.798 -1.126
H27 -3.026 3.248 -0.788
O8 -3.418 2.431 -0.453
H28 3.257 -0.449 -1.183
H29 3.200 -1.553 -2.150
O9 3.402 -1.408 -1.218
H30 -1.631 -3.075 1.450
H31 -3.059 -3.253 2.209
O10 -2.373 -2.618 1.981
H32 2.014 -1.556 3.672
H33 0.569 -1.964 3.296
O11 1.493 -1.902 2.942
H34 3.346 2.177 -0.138
H35 3.932 2.077 -1.672
O12 3.418 1.686 -0.964
H36 1.664 -0.491 -3.935
H37 2.583 0.671 -3.502
O13 2.445 -0.277 -3.415
H38 -1.437 -2.279 3.423
H39 -1.004 -0.974 4.261
O14 -0.879 -1.932 4.177

***

DFT (wB97M-V/def2-TZVPD) results for C62H87As3GeN3SbSc as an isolated structure in a non-equilibrium geometry.

Values from the calculation:
Kohn-Sham gap (alpha / beta) in eV: 4.05 / 4.05
E_tot in eV: -336445.1303
Total charge: -1
Molecular weight in g/mol: 1338.49

Element x y z (Å)
Sc1 0.833 0.589 0.490
C1 2.289 -3.490 -0.457
C2 1.439 -2.421 -0.282
N1 1.512 -1.547 0.738
C3 2.490 -1.768 1.680
C4 3.359 -2.895 1.609
C5 3.256 -3.753 0.513
C6 4.316 -3.085 2.636
C7 4.418 -2.211 3.674
C8 3.612 -1.049 3.733
C9 3.697 -0.130 4.777
C10 2.954 1.046 4.698
C11 2.183 1.276 3.574
N2 2.002 0.402 2.580
C12 2.676 -0.798 2.685
H1 2.207 -4.114 -1.334
H2 0.639 -2.225 -0.994
H3 3.919 -4.601 0.423
H4 4.964 -3.948 2.573
H5 5.137 -2.373 4.465
H6 4.348 -0.324 5.616
H7 3.003 1.782 5.488
H8 1.671 2.231 3.461
C13 -0.430 -1.067 4.372
As1 -0.938 -0.546 2.520
C14 -1.469 -2.381 2.053
C15 -2.816 0.090 2.865
C16 -2.997 1.534 3.348
C17 -2.162 1.734 4.616
C18 -2.569 2.552 2.290
As2 -0.631 2.834 1.846
C19 -0.993 4.164 0.456
C20 -0.292 4.273 3.219
C21 -4.472 1.764 3.751
As3 -6.101 1.882 2.580
C22 -5.786 3.584 1.622
C23 -5.815 0.675 1.046
H9 -1.296 -1.412 4.941
H10 0.054 -0.247 4.901
H11 0.290 -1.883 4.293
H12 -2.201 -2.804 2.748
H13 -0.571 -2.999 2.073
H14 -1.862 -2.399 1.037
H15 -3.304 -0.589 3.579
H16 -3.308 -0.032 1.895
H17 -1.106 1.654 4.351
H18 -2.403 0.971 5.356
H19 -2.348 2.714 5.054
H20 -2.952 3.541 2.575
H21 -3.018 2.270 1.340
H22 -0.121 4.812 0.360
H23 -1.865 4.780 0.699
H24 -1.141 3.660 -0.495
H25 -1.151 4.944 3.277
H26 0.576 4.842 2.880
H27 -0.077 3.884 4.213
H28 -4.528 2.711 4.305
H29 -4.737 0.984 4.477
H30 -5.492 4.364 2.323
H31 -6.718 3.899 1.150
H32 -5.028 3.492 0.850
H33 -5.886 -0.365 1.359
H34 -4.865 0.838 0.549
H35 -6.612 0.863 0.325
C24 2.746 0.612 -0.578
Ge1 4.175 1.799 -0.168
C25 5.355 1.969 -1.797
C26 6.066 3.125 -2.081
C27 6.761 3.264 -3.269
C28 6.758 2.240 -4.200
C29 6.064 1.075 -3.929
C30 5.366 0.951 -2.742
C31 5.413 1.241 1.308
C32 6.202 0.127 1.038
C33 6.959 -0.474 2.021
C34 6.945 0.035 3.309
C35 6.157 1.133 3.599
C36 5.386 1.717 2.610
C37 3.423 3.632 -0.004
C38 2.524 3.973 -1.011
C39 1.935 5.221 -1.067
C40 2.221 6.164 -0.091
C41 3.101 5.839 0.927
C42 3.701 4.590 0.959
H36 3.203 -0.348 -0.876
H37 6.064 3.932 -1.359
H38 7.303 4.175 -3.483
H39 7.292 2.356 -5.134
H40 6.059 0.270 -4.652
H41 4.801 0.050 -2.546
H42 6.209 -0.272 0.031
H43 7.558 -1.345 1.792
H44 7.543 -0.430 4.081
H45 6.133 1.531 4.605
H46 4.739 2.545 2.861
H47 2.288 3.239 -1.770
H48 1.246 5.456 -1.868
H49 1.764 7.146 -0.131
H50 3.328 6.564 1.700
H51 4.404 4.364 1.748
C43 -3.493 -2.949 -4.803
C44 -2.917 -2.049 -3.724
C45 -1.675 -1.339 -4.240
C46 -3.925 -0.995 -3.294
Sb1 -2.250 -3.124 -1.830
C47 -4.207 -3.907 -0.906
C48 -3.841 -5.011 0.077
C49 -4.808 -2.737 -0.135
C50 -5.219 -4.431 -1.910
C51 -1.269 -5.053 -2.582
C52 -0.584 -5.657 -1.362
C53 -2.208 -6.075 -3.203
C54 -0.200 -4.649 -3.587
H52 -3.812 -2.342 -5.652
H53 -4.356 -3.509 -4.449
H54 -2.740 -3.648 -5.164
H55 -1.917 -0.763 -5.136
H56 -0.882 -2.039 -4.494
H57 -1.300 -0.638 -3.498
H58 -4.093 -0.287 -4.106
H59 -3.537 -0.434 -2.447
H60 -4.883 -1.436 -3.026
H61 -3.088 -4.663 0.784
H62 -3.458 -5.884 -0.445
H63 -4.720 -5.329 0.646
H64 -4.115 -2.369 0.621
H65 -5.726 -3.046 0.373
H66 -5.053 -1.915 -0.802
H67 -4.795 -5.223 -2.522
H68 -5.568 -3.629 -2.556
H69 -6.088 -4.843 -1.389
H70 -1.305 -5.964 -0.609
H71 0.094 -4.939 -0.906
H72 -0.003 -6.537 -1.647
H73 -2.878 -6.497 -2.455
H74 -1.633 -6.904 -3.627
H75 -2.806 -5.645 -4.002
H76 0.447 -3.877 -3.172
H77 -0.640 -4.276 -4.509
H78 0.425 -5.508 -3.846
C55 1.168 0.459 -3.003
C56 0.009 1.389 -3.054
C57 -0.185 2.171 -4.175
C58 -1.305 2.971 -4.335
C59 -2.301 2.897 -3.370
C60 -2.148 2.148 -2.229
C61 -3.284 2.055 -1.249
C62 -0.903 1.471 -1.925
N3 -0.671 0.973 -0.732
H79 1.608 0.317 -3.991
H80 0.878 -0.512 -2.584
H81 1.955 0.849 -2.308
H82 0.564 2.145 -4.959
H83 -1.425 3.602 -5.206
H84 -3.225 3.448 -3.516
H85 -4.222 1.805 -1.750
H86 -3.431 3.007 -0.734
H87 -3.035 1.278 -0.524

***

DFT (wB97M-V/def2-TZVPD) results for C18H31O6STb as an isolated structure in a non-equilibrium geometry.

Values from the calculation:
Kohn-Sham gap (alpha / beta) in eV: 8.94 / 9.12
E_tot in eV: -64709.8622
Multiplicity: 7
Total charge: +2
Molecular weight in g/mol: 534.43

Element x y z (Å)
Tb1 -0.210 -0.339 0.109
C1 3.067 0.196 -1.078
C2 2.795 -1.220 -1.594
O1 1.704 -1.803 -0.877
C3 2.026 -2.851 0.031
C4 2.400 -2.309 1.415
O2 1.321 -1.475 1.834
C5 1.405 -1.050 3.194
C6 -0.023 -0.740 3.653
O3 -0.709 0.101 2.723
C7 -0.707 1.494 3.036
C8 0.589 2.194 2.615
O4 0.908 1.765 1.291
C9 1.906 2.567 0.658
C10 1.852 2.259 -0.843
O5 1.796 0.853 -1.081
H1 3.764 0.711 -1.749
H2 3.493 0.184 -0.066
H3 3.693 -1.839 -1.532
H4 2.475 -1.152 -2.640
H5 2.832 -3.479 -0.360
H6 1.108 -3.445 0.117
H7 3.336 -1.733 1.383
H8 2.527 -3.146 2.113
H9 2.063 -0.173 3.266
H10 1.817 -1.844 3.826
H11 -0.011 -0.297 4.651
H12 -0.597 -1.673 3.689
H13 -0.884 1.645 4.105
H14 -1.544 1.915 2.470
H15 1.418 1.955 3.296
H16 0.427 3.278 2.635
H17 2.894 2.338 1.082
H18 1.695 3.629 0.813
H19 2.710 2.703 -1.355
H20 0.922 2.659 -1.263
C11 -2.690 -4.214 -1.581
S1 -1.795 -2.724 -2.126
C12 -3.267 -1.697 -2.441
O6 -1.209 -2.155 -0.835
H21 -3.317 -4.578 -2.389
H22 -3.293 -3.975 -0.712
H23 -1.965 -4.981 -1.328
H24 -3.826 -2.150 -3.254
H25 -2.946 -0.699 -2.734
H26 -3.880 -1.638 -1.548
C13 -2.874 3.317 -2.477
C14 -3.239 3.072 -1.166
C15 -2.630 2.052 -0.448
C16 -1.632 1.220 -0.998
C17 -1.308 1.496 -2.350
C18 -1.910 2.518 -3.071
H27 -3.335 4.118 -3.032
H28 -3.999 3.678 -0.695
H29 -2.958 1.889 0.578
H30 -0.560 0.882 -2.866
H31 -1.619 2.694 -4.096

***

DFT (wB97M-V/def2-TZVPD) results for a 3-piece molecular cluster, C2H10N2O2 overall in a non-equilibrium geometry.

Values from the calculation:
Kohn-Sham gap in eV: 7.11
E_tot in eV: -9308.5668
Molecular weight in g/mol: 94.11

Element x y z (Å)
N1 3.653 -1.340 0.763
C1 2.815 -0.956 -0.366
C2 1.709 -1.758 -0.389
N2 0.971 -1.920 -1.565
H1 4.394 -0.685 0.892
H2 2.943 -1.636 1.426
H3 2.949 0.176 -0.745
H4 1.404 -2.374 0.407
H5 0.098 -2.476 -1.607
H6 1.274 -1.409 -2.423
O1 -2.581 3.484 -0.393
H7 -3.325 3.124 -0.900
H8 -1.761 2.960 -0.639
O2 -4.682 1.275 1.807
H9 -4.592 2.315 1.620
H10 -4.799 1.036 0.801

***

DFT (wB97M-V/def2-TZVPD) results for C17H17F5NO5ScTe as an isolated structure.

Values from the calculation:
Kohn-Sham gap in eV: 8.09
E_tot in eV: -71220.3734
Molecular weight in g/mol: 582.87

Element x y z (Å)
Sc1 0.297 0.499 -0.280
O1 -0.812 -2.541 1.849
C1 -0.055 -1.708 1.414
O2 0.178 -1.423 0.161
C2 0.802 -0.853 2.333
C3 0.982 -1.114 3.679
C4 1.885 -0.329 4.381
C5 2.585 0.671 3.720
C6 2.321 0.875 2.374
N1 1.432 0.144 1.712
C7 3.099 1.905 1.603
O3 3.852 2.673 2.111
O4 2.837 1.861 0.256
H1 0.430 -1.924 4.135
H2 2.062 -0.506 5.434
H3 3.326 1.282 4.213
C8 1.119 0.588 -4.591
C9 1.182 -0.717 -3.805
C10 2.403 -0.737 -2.882
C11 -0.082 -1.029 -3.024
C12 -0.979 -0.045 -2.600
C13 -2.120 -0.379 -1.862
C14 -2.397 -1.695 -1.524
C15 -3.567 -2.053 -0.657
C16 -1.520 -2.677 -1.985
C17 -0.392 -2.353 -2.713
H4 1.993 0.678 -5.237
H5 1.118 1.451 -3.923
H6 0.228 0.640 -5.219
H7 1.304 -1.542 -4.514
H8 2.352 0.063 -2.136
H9 3.319 -0.546 -3.444
H10 2.508 -1.690 -2.363
H11 -0.837 0.984 -2.907
H12 -2.796 0.407 -1.549
H13 -4.206 -2.798 -1.134
H14 -4.174 -1.177 -0.434
H15 -3.215 -2.471 0.289
H16 -1.715 -3.714 -1.739
H17 0.276 -3.141 -3.043
F1 3.210 3.191 -2.080
Te1 1.955 3.316 -0.729
F2 -1.134 1.112 0.683
F3 0.855 3.477 0.779
F4 3.068 4.541 0.076
F5 1.080 4.707 -1.561
O5 0.855 2.052 -1.478

***

DFT (wB97M-V/def2-TZVPD) results for a 2-piece molecular cluster, C4H12N2O2 overall in a non-equilibrium geometry.

Values from the calculation:
Kohn-Sham gap in eV: 10.04
E_tot in eV: -11417.3738
Molecular weight in g/mol: 120.15

Element x y z (Å)
N1 0.653 0.102 2.300
C1 1.061 -1.136 1.475
C2 1.861 -0.955 0.167
C3 1.248 0.096 -0.848
C4 -0.225 -0.150 -1.106
N2 -0.404 -1.387 -1.675
O1 -1.175 0.526 -0.740
H1 0.649 0.918 1.699
H2 1.211 0.380 3.021
H3 0.175 -1.599 1.173
H4 1.666 -1.804 2.157
H5 1.925 -1.925 -0.290
H6 2.877 -0.574 0.365
H7 1.988 -0.020 -1.788
H8 1.405 1.071 -0.364
H9 -1.350 -1.759 -1.672
H10 0.246 -1.953 -2.016
O2 -2.679 2.631 0.099
H11 -2.067 1.905 -0.132
H12 -3.294 1.972 0.465

***

DFT (wB97M-V/def2-TZVPD) results for a 4-piece molecular cluster, C11H27Cl4NO3 overall in a non-equilibrium geometry.

Values from the calculation:
Kohn-Sham gap in eV: 9.05
E_tot in eV: -69563.5518
Molecular weight in g/mol: 363.15

Element x y z (Å)
C1 2.716 6.596 2.631
O1 1.404 6.257 2.150
C2 0.715 5.376 3.024
C3 0.677 3.992 2.341
N1 0.315 4.239 0.984
C4 -0.944 3.767 0.504
C5 -2.201 4.153 1.325
O2 -2.319 5.521 1.573
C6 -3.592 6.051 2.042
H1 3.337 7.273 2.044
H2 3.416 5.779 2.806
H3 2.629 7.204 3.531
H4 -0.291 5.777 3.145
H5 1.103 5.261 4.036
H6 -0.081 3.333 2.764
H7 1.627 3.481 2.497
H8 0.257 5.245 0.920
H9 -1.035 2.702 0.287
H10 -1.355 4.031 -0.470
H11 -2.097 3.629 2.275
H12 -3.050 3.651 0.861
H13 -3.724 7.125 1.910
H14 -3.629 5.879 3.118
H15 -4.425 5.608 1.497
Cl1 2.405 -5.723 -0.814
C7 3.259 -5.343 0.727
C8 4.189 -4.056 0.722
Cl2 5.732 -4.135 -0.080
H16 3.933 -6.171 0.945
H17 2.521 -5.265 1.525
H18 4.506 -4.020 1.764
H19 3.685 -3.095 0.621
Cl3 -3.237 -11.970 -3.097
C9 -3.992 -10.552 -3.852
C10 -5.560 -10.647 -3.683
Cl4 -6.135 -12.146 -4.510
H20 -3.723 -10.542 -4.908
H21 -3.628 -9.624 -3.412
H22 -6.122 -9.824 -4.125
H23 -5.895 -10.771 -2.653
C11 3.097 0.051 -4.034
O3 3.559 1.101 -3.191
H24 3.913 -0.136 -4.731
H25 2.943 -0.939 -3.605
H26 2.305 0.430 -4.679
H27 2.792 1.445 -2.727

***

What did the eighth record say?
DFT (wB97M-V/def2-TZVPD) results for C17H17F5NO5ScTe as an isolated structure.

Values from the calculation:
Kohn-Sham gap in eV: 8.09
E_tot in eV: -71220.3734
Molecular weight in g/mol: 582.87

Element x y z (Å)
Sc1 0.297 0.499 -0.280
O1 -0.812 -2.541 1.849
C1 -0.055 -1.708 1.414
O2 0.178 -1.423 0.161
C2 0.802 -0.853 2.333
C3 0.982 -1.114 3.679
C4 1.885 -0.329 4.381
C5 2.585 0.671 3.720
C6 2.321 0.875 2.374
N1 1.432 0.144 1.712
C7 3.099 1.905 1.603
O3 3.852 2.673 2.111
O4 2.837 1.861 0.256
H1 0.430 -1.924 4.135
H2 2.062 -0.506 5.434
H3 3.326 1.282 4.213
C8 1.119 0.588 -4.591
C9 1.182 -0.717 -3.805
C10 2.403 -0.737 -2.882
C11 -0.082 -1.029 -3.024
C12 -0.979 -0.045 -2.600
C13 -2.120 -0.379 -1.862
C14 -2.397 -1.695 -1.524
C15 -3.567 -2.053 -0.657
C16 -1.520 -2.677 -1.985
C17 -0.392 -2.353 -2.713
H4 1.993 0.678 -5.237
H5 1.118 1.451 -3.923
H6 0.228 0.640 -5.219
H7 1.304 -1.542 -4.514
H8 2.352 0.063 -2.136
H9 3.319 -0.546 -3.444
H10 2.508 -1.690 -2.363
H11 -0.837 0.984 -2.907
H12 -2.796 0.407 -1.549
H13 -4.206 -2.798 -1.134
H14 -4.174 -1.177 -0.434
H15 -3.215 -2.471 0.289
H16 -1.715 -3.714 -1.739
H17 0.276 -3.141 -3.043
F1 3.210 3.191 -2.080
Te1 1.955 3.316 -0.729
F2 -1.134 1.112 0.683
F3 0.855 3.477 0.779
F4 3.068 4.541 0.076
F5 1.080 4.707 -1.561
O5 0.855 2.052 -1.478

***

Q: Which of these has the highest molecular weight?
A: C62H87As3GeN3SbSc

***

Q: Which of these has the lowest molecular weight?
A: C2H4NO